# 1
{
  "formula": "C25H27N6OPdS",
  "method": "ωB97M-V/def2-TZVPD",
  "species": ["Pd", "N", "C", "C", "C", "C", "C", "N", "C", "C", "C", "C", "C", "N", "H", "H", "H", "H", "H", "H", "H", "H", "H", "S", "C", "C", "C", "C", "C", "N", "H", "H", "H", "H", "C", "C", "N", "C", "C", "C", "O", "C", "C", "C", "C", "N", "C", "H", "H", "H", "H", "H", "H", "H", "H", "H", "H", "H", "H", "H", "H"],
  "coordinates": [[-0.444, -1.291, -0.745], [-4.366, -0.642, -1.749], [-3.931, 0.670, -1.468], [-4.806, 1.707, -1.802], [-4.427, 2.998, -1.507], [-3.197, 3.217, -0.895], [-2.408, 2.118, -0.625], [-2.749, 0.854, -0.905], [-3.716, -1.807, -1.477], [-4.335, -3.072, -1.413], [-3.582, -4.162, -1.019], [-2.219, -4.065, -0.677], [-1.693, -2.804, -0.845], [-2.419, -1.805, -1.225], [-5.327, -0.725, -2.035], [-5.754, 1.497, -2.279], [-5.081, 3.824, -1.751], [-2.859, 4.209, -0.633], [-1.443, 2.249, -0.150], [-5.389, -3.183, -1.626], [-4.071, -5.125, -0.946], [-1.658, -4.914, -0.319], [0.185, -3.774, -1.569], [1.462, -2.113, 0.203], [1.881, -3.600, -0.513], [3.111, -4.237, -0.230], [3.417, -5.434, -0.812], [2.520, -6.057, -1.705], [1.348, -5.428, -1.971], [1.068, -4.238, -1.380], [3.791, -3.751, 0.453], [4.364, -5.906, -0.589], [2.749, -7.002, -2.173], [0.591, -5.805, -2.641], [1.846, 0.814, 3.326], [2.861, 1.531, 2.443], [2.568, 2.941, 2.216], [2.969, 3.897, 3.255], [1.831, 4.299, 4.181], [1.878, 3.459, 1.173], [1.628, 4.653, 1.093], [1.468, 2.600, -0.005], [1.514, 3.218, -1.252], [1.115, 2.518, -2.375], [0.640, 1.228, -2.222], [0.549, 0.641, -1.029], [0.964, 1.313, 0.051], [2.028, -0.262, 3.312], [0.818, 0.995, 3.008], [1.919, 1.153, 4.359], [2.990, 1.032, 1.483], [3.836, 1.487, 2.931], [3.370, 4.779, 2.759], [3.778, 3.430, 3.818], [1.009, 4.725, 3.608], [2.175, 5.056, 4.886], [1.460, 3.450, 4.755], [1.858, 4.242, -1.313], [1.158, 2.963, -3.359], [0.305, 0.646, -3.071], [0.852, 0.788, 0.988]],
  "homo_lumo_gap_ha": 0.29740,
  "charge": 1,
  "energy_ha": -1898.547626
}

---

# 2
{
  "formula": "C17H58F3N26O15",
  "method": "ωB97M-V/def2-TZVPD",
  "species": ["C", "O", "O", "C", "F", "F", "F", "C", "C", "H", "H", "H", "H", "H", "H", "C", "O", "N", "N", "H", "H", "H", "H", "C", "O", "N", "N", "H", "H", "H", "H", "C", "O", "N", "N", "H", "H", "H", "H", "C", "O", "N", "N", "H", "H", "H", "H", "C", "O", "N", "N", "H", "H", "H", "H", "C", "O", "N", "N", "H", "H", "H", "H", "C", "O", "N", "N", "H", "H", "H", "H", "C", "O", "N", "N", "H", "H", "H", "H", "C", "O", "N", "N", "H", "H", "H", "H", "C", "O", "N", "N", "H", "H", "H", "H", "C", "O", "N", "N", "H", "H", "H", "H", "C", "O", "N", "N", "H", "H", "H", "H", "C", "O", "N", "N", "H", "H", "H", "H"],
  "coordinates": [[0.687, 0.345, -0.825], [0.119, 0.487, 0.467], [2.091, 0.269, -0.735], [-0.251, -0.569, -1.732], [0.314, -0.882, -2.903], [-0.619, -1.688, -1.201], [-1.389, 0.016, -2.079], [-0.287, 1.814, 0.958], [-1.022, 1.806, 2.258], [-0.269, 1.535, 3.000], [-1.456, 2.777, 2.494], [-1.790, 1.038, 2.352], [-0.882, 2.365, 0.227], [0.586, 2.461, 1.042], [0.492, 1.311, -1.300], [3.451, 2.608, 2.669], [3.941, 3.734, 2.705], [3.174, 1.912, 1.578], [3.008, 1.966, 3.753], [3.550, 2.217, 0.695], [2.539, 1.130, 1.633], [2.637, 1.028, 3.722], [3.029, 2.331, 4.693], [4.481, -2.984, -0.040], [3.621, -3.826, 0.113], [5.755, -3.237, -0.009], [4.233, -1.720, -0.300], [6.296, -2.521, -0.470], [6.013, -4.208, 0.071], [3.252, -1.476, -0.355], [4.838, -1.044, -0.740], [-4.249, 0.541, 0.639], [-4.607, 1.644, 1.006], [-5.103, -0.455, 0.587], [-3.169, 0.116, -0.024], [-5.985, -0.276, 1.044], [-4.918, -1.377, 0.224], [-3.056, -0.874, -0.173], [-2.381, 0.746, -0.052], [1.184, 4.722, -1.441], [0.989, 5.296, -2.538], [2.366, 4.195, -1.181], [0.358, 4.715, -0.433], [2.573, 3.655, -0.355], [3.034, 4.404, -1.907], [-0.609, 4.982, -0.537], [0.849, 4.724, 0.448], [-4.437, -2.906, -2.605], [-4.741, -1.907, -3.277], [-5.137, -3.996, -2.501], [-3.423, -3.007, -1.832], [-4.900, -4.776, -1.908], [-6.090, -4.048, -2.828], [-3.213, -3.885, -1.385], [-2.813, -2.203, -1.855], [-2.470, -0.640, 4.199], [-2.162, -0.077, 5.237], [-1.620, -1.274, 3.499], [-3.613, -0.635, 3.558], [-1.843, -1.667, 2.598], [-0.647, -1.379, 3.751], [-3.774, -1.370, 2.887], [-4.361, -0.063, 3.920], [-1.330, 3.009, 6.366], [-1.171, 4.108, 6.898], [-0.729, 1.868, 6.755], [-2.156, 2.802, 5.378], [-0.053, 1.750, 7.491], [-1.223, 1.099, 6.319], [-2.591, 3.666, 5.094], [-2.034, 1.920, 4.903], [4.130, 0.569, -3.872], [5.126, 0.642, -4.584], [3.757, -0.501, -3.210], [3.475, 1.601, -3.435], [2.962, -0.378, -2.601], [4.313, -1.306, -3.453], [3.548, 2.536, -3.805], [2.865, 1.446, -2.644], [0.574, -4.462, 1.533], [1.540, -4.811, 2.143], [0.657, -3.980, 0.278], [-0.654, -4.477, 1.943], [1.618, -4.098, -0.015], [0.181, -3.218, -0.179], [-0.980, -4.727, 2.863], [-1.323, -4.249, 1.224], [-3.002, 5.511, 0.371], [-3.166, 6.353, -0.509], [-2.246, 5.688, 1.369], [-3.642, 4.377, 0.331], [-2.435, 5.280, 2.272], [-1.754, 6.568, 1.416], [-4.345, 4.240, -0.378], [-3.311, 3.702, 1.003], [1.895, -1.072, 3.514], [1.214, -0.436, 4.283], [3.092, -1.577, 3.955], [1.760, -1.197, 2.232], [3.307, -1.524, 4.938], [3.512, -2.230, 3.310], [1.085, -0.612, 1.757], [2.412, -1.847, 1.820], [2.111, -2.711, -6.152], [1.242, -2.610, -7.032], [1.790, -2.956, -4.923], [3.416, -2.765, -6.357], [0.798, -2.900, -4.740], [2.463, -2.860, -4.178], [3.818, -2.804, -7.280], [4.022, -2.693, -5.556], [-1.855, -1.889, -5.403], [-1.405, -2.849, -4.871], [-2.449, -1.924, -6.576], [-1.793, -0.662, -4.974], [-2.957, -1.080, -6.790], [-2.720, -2.799, -6.996], [-2.089, -0.023, -5.694], [-1.445, -0.427, -4.058]],
  "homo_lumo_gap_ha": 0.29156,
  "charge": -1,
  "energy_ha": -3534.863665
}

---

The largest force on an atom results, record by record, are as follows: 1.2, 7.3 eV/A.